Here is C47H53Br2N6O2PmSe2Si as an isolated structure in a non-equilibrium geometry from the OMol25 dataset. Energies are from ωB97M-V/def2-TZVPD.

```
114
Properties=species:S:1:pos:R:3:forces:R:3:mulliken_charge:R:1
Pm -0.680143 1.867039 1.337887 -1.94 0.38 0.58 0.610
Br -4.199594 3.467322 2.829746 -0.30 -0.33 1.21 -0.013
C -5.205846 2.457497 4.146043 -1.39 -0.77 -0.16 -0.508
Br -4.270463 1.678777 5.688694 -0.03 0.38 -0.62 -0.145
H -5.757813 1.593330 3.666624 1.08 1.02 0.27 0.212
H -5.991619 3.098865 4.562881 0.54 -0.02 -0.08 0.393
C 0.378273 -2.392428 3.313268 1.03 0.40 -0.61 0.179
Si 1.090148 -4.109361 2.556977 -2.67 0.70 1.69 0.310
C 0.785321 -4.900703 0.795495 0.83 -1.12 0.01 -1.185
N -0.282713 -4.638955 -0.166444 -0.57 0.17 -0.27 0.472
C -0.425333 -5.753898 -1.112633 -0.05 0.30 -0.55 -0.597
C -1.611500 -5.555551 -2.065028 -1.34 1.37 0.30 -0.810
C -1.518582 -4.181416 -2.854802 -0.16 -0.76 1.10 -0.786
C -0.980874 -2.961822 -1.964846 -1.94 -0.88 -2.70 -0.092
C -0.114693 -3.333896 -0.829862 1.58 -0.28 0.97 -0.436
C 2.837892 -3.908903 3.204687 0.24 -0.68 -0.08 0.795
C 3.412227 -4.652273 4.244529 0.77 0.56 -0.72 -0.639
C 4.592313 -4.201144 4.851687 0.36 -0.18 0.00 -0.493
C 5.187662 -2.998992 4.472590 -0.36 -0.10 0.31 -0.657
C 4.613629 -2.288132 3.380784 2.58 0.62 0.99 -0.347
C 3.505011 -2.757200 2.775463 -1.45 0.07 -0.93 0.053
C 0.250784 -5.409555 3.744211 2.31 0.03 -1.51 0.545
C 1.011414 -6.604839 3.722781 -1.13 0.83 0.34 -0.897
C 0.655297 -7.663821 4.536462 1.23 0.02 -0.61 -0.822
C -0.379516 -7.532101 5.406291 -1.09 -0.77 0.68 -0.444
C -1.225757 -6.422001 5.295316 0.40 -1.22 1.41 -0.393
C -0.868626 -5.336584 4.539116 -1.00 0.19 -0.11 -0.332
H 1.279063 -1.718945 3.440701 -0.32 -0.62 0.06 0.310
H 0.017418 -2.581267 4.349052 0.90 -1.22 0.20 0.308
H 0.629212 -5.986802 1.046821 0.33 0.92 0.19 0.444
H 1.809666 -4.890485 0.329365 -0.49 0.12 -0.19 0.362
H -0.561308 -6.706624 -0.568629 0.24 0.47 -0.11 0.354
H 0.475811 -5.815981 -1.757356 0.15 -0.25 0.21 0.350
H -2.567579 -5.596890 -1.472066 0.84 0.15 -0.39 0.319
H -1.711726 -6.324881 -2.841670 0.34 -0.19 0.40 0.397
H -2.510858 -3.953910 -3.308960 0.66 -0.01 0.40 0.289
H -0.863479 -4.452896 -3.698487 0.16 0.69 0.22 0.337
H -1.806576 -2.376656 -1.563098 -0.36 -0.14 -0.32 0.012
H -0.483876 -2.335766 -2.742429 0.00 -0.05 1.07 0.315
H -0.275289 -2.593837 -0.046719 0.42 0.19 0.10 -0.061
H 0.909778 -3.245055 -1.219832 0.42 -0.12 0.41 0.236
H 3.042446 -5.621792 4.502920 -0.34 -0.15 0.38 0.273
H 5.112049 -4.847687 5.582169 -0.52 0.51 -0.18 0.318
H 6.020437 -2.665349 5.136078 -0.50 0.06 -1.17 0.276
H 5.072209 -1.377374 2.943836 -0.31 -0.71 0.77 0.125
H 3.059088 -2.125373 1.982048 0.33 -0.48 0.39 0.159
H 1.928609 -6.626248 3.152018 -0.07 -0.31 -0.34 0.636
H 1.225809 -8.570992 4.486001 0.35 -0.35 0.26 0.366
H -0.495108 -8.342502 6.160534 -0.51 0.70 -0.67 0.294
H -2.115312 -6.447203 5.903394 -0.20 0.40 0.15 0.381
H -1.551111 -4.490293 4.594967 0.41 0.22 -0.43 0.386
N -1.223025 -0.640343 2.188770 -0.91 2.01 -0.98 -0.054
C -0.576841 -1.559237 2.716749 -0.19 -1.17 0.47 -1.266
H -2.050468 -0.453286 2.815098 -0.39 0.63 -0.69 0.069
Se 0.506379 4.643594 2.734828 0.57 0.31 0.47 -0.289
C -0.026330 3.202017 3.639940 -1.99 -1.40 -0.18 0.254
N -0.676187 2.217905 3.830683 1.41 1.10 0.29 -0.493
Se 3.941983 0.626843 1.756496 1.30 0.27 0.16 -0.218
C 2.284402 0.562560 1.293022 -4.82 0.26 -1.43 0.190
N 1.115140 0.584031 0.966241 4.80 -0.69 0.53 -0.480
C -6.261322 -1.522890 0.684072 1.49 0.02 -0.24 -1.069
N -5.582864 -0.431370 -0.004791 -0.62 -0.16 -1.42 0.337
C -5.686016 -0.440284 -1.498051 0.92 0.83 1.61 -1.046
C -4.455221 0.281143 0.615534 -0.33 -0.81 -0.64 -0.198
C -4.369773 1.724121 0.189765 0.80 1.68 -0.85 0.278
C -5.463666 2.375206 -0.348899 -1.18 0.58 -0.34 -0.036
C -5.467815 3.704421 -0.897543 0.14 -1.96 0.77 -0.974
C -4.206011 4.283818 -1.000808 -1.54 0.40 -0.67 -0.565
C -3.095151 3.655350 -0.471440 2.52 1.06 -0.06 0.439
C -3.130273 2.446983 0.242516 0.95 -1.08 -0.67 -0.111
H -6.415231 -2.397978 0.008171 0.35 0.39 0.48 0.288
H -7.237146 -1.239675 1.027767 -0.80 0.23 0.37 0.279
H -5.647085 -1.813269 1.565354 -0.46 -0.12 -0.51 0.325
H -6.382179 0.333909 -1.844262 0.16 -0.05 -0.13 0.289
H -6.073250 -1.391896 -1.832838 0.17 -0.43 -0.16 0.414
H -4.674508 -0.209731 -1.916961 -0.78 -0.32 0.05 0.237
H -3.475023 -0.197036 0.305490 -0.73 0.30 0.90 -0.274
H -4.692378 0.227624 1.691351 0.79 -0.13 -0.13 0.181
H -6.389491 1.798165 -0.391624 -0.02 0.30 0.13 0.420
H -6.457932 4.091319 -1.237883 1.22 0.00 0.09 0.290
H -4.102293 5.189194 -1.581234 0.15 0.31 0.10 0.400
H -2.060322 4.237238 -0.700812 -2.41 -1.54 0.93 -0.242
C 6.754698 7.366739 -3.980988 -0.20 -0.37 -1.74 -1.334
C 5.437572 6.791436 -4.405410 -1.46 -0.11 -0.62 0.891
C 4.995091 7.121493 -5.701548 0.11 -0.26 -0.56 -0.714
C 3.788075 6.596311 -6.217631 0.49 0.39 1.97 -0.935
C 2.940202 5.907721 -5.333011 0.17 -0.19 -1.07 -0.375
C 3.336790 5.551570 -4.030966 1.14 1.16 -0.46 0.062
N 2.504283 4.970482 -3.105018 -0.34 -0.87 1.26 -0.093
C 1.663364 3.855091 -3.333057 -0.40 1.47 -0.11 0.728
C 1.639478 3.235272 -4.610506 1.32 0.50 0.67 -0.806
C 0.577258 2.448338 -4.969778 -0.27 -0.02 -0.12 -0.478
C -0.463954 2.249296 -4.062328 -0.20 -1.74 0.72 -1.236
C -0.249335 2.537282 -2.705979 0.08 1.43 -1.18 -0.297
C 0.721134 3.475117 -2.335612 1.19 -0.35 -0.73 0.265
C 0.814622 4.058978 -0.942960 0.31 1.02 -0.60 0.653
O 1.498145 5.078711 -0.731355 0.22 -0.22 -0.20 -0.949
O 0.094807 3.536287 -0.069141 -0.89 -1.59 0.45 -0.288
C 4.629507 5.954222 -3.592061 0.76 0.29 -0.57 0.788
C 5.188816 5.406893 -2.291169 0.27 0.90 -0.25 -1.605
H 7.097995 7.956852 -4.859836 0.34 -0.48 0.76 0.356
H 7.429915 6.573052 -3.714237 0.63 -0.27 -0.06 0.310
H 6.703438 8.017538 -3.158715 -0.30 0.91 1.27 0.305
H 5.662516 7.755020 -6.343336 -0.76 -0.65 0.58 0.157
H 3.470472 6.837620 -7.216805 -0.11 -0.03 -0.20 0.372
H 1.974700 5.585709 -5.729153 0.21 0.10 0.38 0.559
H 2.541635 5.348964 -2.101880 -0.63 -1.10 -1.47 0.344
H 2.522228 3.392188 -5.262311 -0.88 -0.14 0.32 0.516
H 0.604011 1.968594 -5.947203 -0.33 0.18 0.11 0.355
H -1.354699 1.638019 -4.312697 0.76 0.39 0.01 0.340
H -0.936383 2.181794 -1.978422 -0.62 -0.10 0.53 0.521
H 4.509767 4.601615 -2.024160 0.40 -0.06 0.67 0.411
H 5.256570 6.210165 -1.512588 -0.30 -0.82 -0.36 0.264
H 6.230868 5.038725 -2.433416 -0.73 0.08 0.03 0.380
```
Forces are in eV/Å.

Calculated values
E_LUMO (alpha / beta) = 3.80 / 3.80 eV
multiplicity = 5
calculated total energy = -357840.286 eV
net charge = -2